[1]
82
Properties=species:S:1:pos:R:3:forces:R:3:lowdin_charge:R:1 method="wB97M-V/def2-TZVPD" energy_ha=-1731.09815 e_homo_ev=-9.791
O 24.9563 22.6511 7.6196 0.068 -0.190 0.026 -0.03
C 24.0744 23.6657 8.0019 -0.689 0.854 0.464 -0.27
C 23.3247 24.2870 6.8496 -0.811 0.151 -0.186 -0.21
O 22.3807 23.3288 6.3554 0.610 -0.616 -0.139 -0.11
H 24.4520 21.9746 7.1502 0.015 0.048 0.084 0.06
H 23.3260 23.3738 8.7566 0.058 -0.522 -0.177 0.11
H 24.6149 24.4606 8.5218 0.428 -0.121 -0.277 0.13
H 24.0142 24.6250 6.0727 0.002 -0.122 -0.069 0.13
H 22.7122 25.1305 7.1867 0.426 0.242 0.211 0.12
H 21.9799 23.6016 5.5173 -0.144 0.283 0.289 0.07
O 20.7664 15.5170 6.1066 0.250 -0.180 0.008 -0.07
C 21.1218 16.0003 7.3815 0.001 0.434 1.092 -0.24
C 21.5251 14.9397 8.4249 -0.349 0.546 -1.034 -0.23
O 22.5830 14.1533 7.9034 -0.269 -0.215 0.379 -0.05
H 19.9695 14.9818 6.1745 0.061 -0.029 -0.028 0.11
H 21.9969 16.6514 7.3017 -0.105 0.066 -0.571 0.12
H 20.3013 16.6292 7.7572 0.126 -0.077 0.210 0.12
H 20.6489 14.3270 8.6431 0.278 -0.442 0.000 0.12
H 21.8080 15.4564 9.3437 -0.017 0.026 0.093 0.12
H 23.3996 14.6514 8.0020 0.028 -0.045 -0.027 0.09
O 21.9081 20.8744 7.6487 0.003 -0.137 -0.042 -0.08
C 20.7837 20.3973 6.9401 -0.225 -0.249 -0.370 -0.23
C 21.1574 19.9006 5.5502 0.723 0.353 -0.950 -0.25
O 20.0081 19.7275 4.7445 -0.398 -0.201 0.275 -0.08
H 22.0676 21.7579 7.2753 0.139 0.030 0.051 0.03
H 20.3338 19.5438 7.4524 0.079 0.152 0.370 0.12
H 20.0264 21.1851 6.8881 -0.125 -0.071 -0.216 0.11
H 21.7823 18.9995 5.6117 -0.336 -0.223 0.203 0.11
H 21.8192 20.6063 5.0208 0.002 0.318 0.430 0.11
H 20.1645 19.0607 4.0561 0.091 -0.081 0.127 0.05
O 21.2692 16.7216 0.2451 -0.078 0.189 0.112 -0.05
C 20.1981 17.6386 0.4422 -0.472 -0.034 0.045 -0.24
C 19.4529 17.2957 1.7146 -0.174 0.147 0.296 -0.22
O 20.2784 17.5396 2.8565 0.100 -0.132 -0.424 -0.09
H 22.0269 17.2414 -0.0330 0.118 -0.223 -0.079 0.09
H 20.5987 18.6505 0.5260 -0.130 0.111 0.081 0.12
H 19.4855 17.6266 -0.3901 0.155 -0.145 -0.118 0.12
H 19.0763 16.2662 1.7355 0.388 -0.106 -0.240 0.13
H 18.5476 17.9011 1.8038 0.217 0.297 0.030 0.12
H 21.1207 17.1055 2.6364 -0.131 -0.118 0.454 0.07
C 19.6184 23.1181 4.2931 -1.084 -0.176 -0.008 -0.13
O 20.2057 24.3021 4.8241 0.501 -0.117 0.082 -0.13
H 18.8545 22.7698 4.9937 0.112 0.092 0.084 0.07
H 19.0801 23.3357 3.3681 0.189 -0.103 -0.094 0.09
H 20.2883 22.2687 4.1494 0.366 0.316 -0.066 0.06
H 20.3037 24.9596 4.1327 -0.052 -0.059 -0.107 0.09
C 22.6714 20.4094 10.5972 -1.117 0.023 -0.525 -0.18
O 23.1822 20.1070 11.8774 0.212 -0.099 -0.052 -0.11
H 22.8059 19.5827 9.9017 0.532 -0.085 0.205 0.07
H 21.5794 20.5242 10.6068 0.046 0.161 0.182 0.08
H 23.0720 21.3147 10.1377 0.304 -0.018 0.136 0.06
H 22.7800 20.7111 12.5049 0.031 0.014 0.046 0.07
C 23.5046 16.5994 4.0536 0.902 -0.346 0.029 -0.18
O 22.5690 15.5584 3.9962 -0.452 -0.018 -0.139 -0.12
H 23.9380 16.7437 5.0473 -0.215 0.035 0.114 0.06
H 24.3446 16.2884 3.4260 -0.010 0.109 -0.058 0.09
H 23.1848 17.5769 3.6716 -0.443 -0.058 0.084 0.06
H 22.0105 15.4936 4.7934 0.183 0.284 -0.246 0.04
C 16.8632 20.5451 6.7783 -0.006 -0.150 -0.188 -0.17
O 15.6756 19.9255 6.3156 -0.003 0.190 -0.393 -0.12
H 16.5833 21.5554 7.0761 0.046 -0.146 0.417 0.08
H 17.2821 19.9463 7.5935 0.104 0.409 0.207 0.08
H 17.6465 20.6702 6.0190 -0.162 -0.275 -0.166 0.05
H 15.8882 19.0593 5.9508 0.022 -0.146 0.175 0.03
C 19.5221 24.0546 8.5312 1.141 -0.028 0.260 -0.15
O 19.3452 23.7445 9.9116 -0.508 0.168 -0.062 -0.12
H 20.2862 23.3728 8.1353 -0.390 -0.014 -0.393 0.06
H 18.5779 23.9842 7.9994 -0.029 -0.203 0.114 0.08
H 19.9316 25.0612 8.3820 -0.257 0.046 0.071 0.08
H 20.0759 24.1182 10.4071 0.063 0.004 -0.019 0.07
C 17.7309 17.0025 5.2184 0.141 0.841 -0.125 -0.15
O 16.4863 16.9576 5.8904 -0.384 0.120 0.058 -0.11
H 18.5935 17.2058 5.8596 -0.096 -0.358 0.234 0.07
H 17.9271 16.1557 4.5591 -0.090 -0.115 0.095 0.08
H 17.6541 17.9139 4.6224 0.135 -0.201 -0.301 0.08
H 16.3964 16.2601 6.5422 0.348 -0.132 -0.046 0.08
C 24.8145 19.3981 5.8072 1.458 0.812 -0.067 -0.13
O 26.2092 19.7593 5.8786 -0.075 -0.379 -0.254 -0.13
H 24.2679 20.3267 5.9897 -0.659 -0.523 0.192 0.05
H 24.6473 19.0874 4.7785 -0.125 -0.079 0.063 0.07
H 24.6217 18.5779 6.4979 -0.492 0.172 0.029 0.08
H 26.4743 19.8313 6.7989 -0.103 0.068 0.048 0.07

[2]
86
Properties=species:S:1:pos:R:3:forces:R:3:lowdin_charge:R:1 method="wB97M-V/def2-TZVPD" total_charge=+1 energy_ha=-1885.76370 e_homo_ev=-11.487
Hg -1.8162 6.7570 7.0278 0.365 0.360 -0.575 1.00
C -0.7757 12.0315 5.0101 0.100 -1.076 -0.431 0.05
C -1.0471 10.6541 5.5835 0.946 1.933 0.713 -0.62
O -0.2026 10.0960 6.3324 -1.442 -0.515 -0.665 0.11
O -2.1677 10.0827 5.3991 0.998 -0.987 0.714 0.17
H -1.0025 12.8688 5.6701 -0.549 -0.285 0.012 0.10
H -1.2733 12.0554 4.0407 -0.158 0.566 0.039 0.09
H 0.2969 12.1063 4.8310 0.173 -0.227 -0.065 0.10
C -4.2655 13.3846 8.6499 0.640 0.253 -0.285 -0.18
O -4.7122 13.8486 9.8888 -0.595 0.376 0.685 -0.11
H -3.2055 13.1615 8.7716 0.052 -0.640 -0.544 0.07
H -4.8808 12.5600 8.2901 0.246 -0.316 0.119 0.07
H -4.3138 14.1591 7.8844 -0.175 0.282 0.059 0.07
H -4.0225 13.7155 10.5431 -0.158 0.050 -0.040 0.08
C -4.1847 15.5875 2.4063 1.400 -0.727 0.179 -0.19
O -5.4567 15.2509 2.8535 -0.784 -0.186 0.122 -0.10
H -3.5978 16.1083 3.1629 -0.319 1.170 -0.178 0.07
H -3.5152 14.7317 2.3203 -0.223 -0.742 -0.523 0.06
H -4.2377 16.0291 1.4112 0.012 0.448 0.389 0.09
H -5.3968 14.4920 3.4384 -0.102 0.008 0.007 0.07
C 5.5189 13.1876 2.5811 0.309 -0.133 0.261 -0.17
O 5.4358 13.1974 1.1742 -0.076 0.077 -0.372 -0.12
H 5.5439 14.2004 2.9834 -0.040 0.102 -0.155 0.08
H 4.6620 12.6694 3.0117 -0.050 -0.110 0.085 0.06
H 6.4394 12.6899 2.8863 -0.059 -0.043 0.306 0.08
H 6.1159 12.6100 0.8367 -0.095 0.086 -0.110 0.07
C 5.3887 9.5087 5.8609 0.775 0.078 0.689 -0.18
O 5.5364 8.7137 4.7206 -0.541 -0.533 -0.986 -0.12
H 5.4362 8.9064 6.7681 -0.228 -0.005 0.177 0.08
H 6.2350 10.1942 5.9043 -0.155 0.433 0.192 0.08
H 4.4450 10.0540 5.8438 0.075 -0.072 -0.201 0.07
H 6.1388 7.9856 4.8898 0.029 0.117 0.090 0.08
C -4.3246 4.2121 3.5847 -0.421 -1.374 0.215 -0.18
O -3.6917 5.4039 3.9205 0.529 1.031 -0.189 -0.15
H -5.0646 4.3165 2.7913 -0.308 0.235 0.168 0.09
H -3.6182 3.4685 3.2157 0.191 -0.176 0.128 0.08
H -4.7738 3.8415 4.5061 -0.219 -0.162 -0.264 0.08
H -3.3310 5.7061 3.0837 0.328 0.530 0.127 0.08
C -3.0743 11.2346 -0.5324 0.650 0.275 -0.504 -0.15
O -2.3420 10.3528 -1.4057 -0.407 -0.134 0.751 -0.13
H -2.6433 12.2301 -0.6389 -0.370 0.238 0.061 0.07
H -4.1443 11.2416 -0.7401 0.028 0.030 -0.241 0.07
H -2.9566 10.9774 0.5203 0.240 -0.480 -0.114 0.06
H -1.9790 10.8585 -2.1364 -0.143 0.076 0.068 0.07
C 2.3053 9.5378 0.6296 0.737 0.626 0.619 -0.15
O 2.3904 8.7130 1.7908 -0.349 -0.732 -0.135 -0.14
H 2.0419 10.5239 1.0122 -0.298 0.287 -0.628 0.07
H 3.2915 9.6178 0.1724 -0.021 0.010 -0.246 0.08
H 1.6057 9.1793 -0.1255 -0.120 -0.192 0.451 0.08
H 3.2449 8.8777 2.1962 0.038 -0.043 0.056 0.06
C 1.8986 6.3706 9.5233 1.464 -0.087 1.036 -0.16
O 0.9296 5.5196 8.9436 -0.722 0.510 -0.159 -0.16
H 2.3463 7.1210 8.8717 -0.242 -0.211 -0.492 0.08
H 1.6170 6.9047 10.4307 -1.093 -0.047 -0.192 0.08
H 2.7023 5.7590 9.9334 0.333 -0.085 -0.330 0.08
H 1.3468 4.6770 8.7497 -0.021 0.052 -0.044 0.08
C -3.0682 18.5382 7.1047 0.135 0.765 0.688 -0.15
O -2.1763 19.2392 7.9701 0.410 -0.107 0.082 -0.14
H -2.5608 17.6440 6.7425 -0.140 0.143 -0.050 0.07
H -3.9402 18.2970 7.7125 -0.307 -0.432 -0.461 0.08
H -3.3286 19.2332 6.3064 -0.261 -0.488 -0.407 0.08
H -2.6656 20.0065 8.2758 0.173 0.098 0.136 0.07
C 1.0425 4.5749 4.2667 -0.153 0.405 -0.215 -0.13
O 0.4410 5.8705 4.4398 -0.078 -0.302 0.477 -0.18
H 2.1130 4.5705 4.4716 0.035 0.178 0.127 0.08
H 0.5524 3.8909 4.9595 -0.034 0.039 -0.183 0.08
H 0.8998 4.2634 3.2320 -0.080 -0.305 0.074 0.08
H 0.8194 6.4753 3.7976 0.119 0.124 -0.089 0.07
C 1.5095 16.7975 5.2035 0.875 0.022 -0.046 -0.18
O 0.5816 16.4995 4.1986 -1.321 -0.414 0.004 -0.13
H 2.0947 17.6607 4.8864 0.227 0.081 0.395 0.08
H 1.0345 16.9941 6.1646 -0.487 0.268 -0.363 0.08
H 2.1689 15.9568 5.4191 0.314 -0.135 -0.206 0.07
H 0.9838 16.2793 3.3551 0.377 0.142 0.226 0.08
C -7.0826 9.9990 3.0766 0.643 -0.665 0.253 -0.15
O -6.2444 10.8979 3.7882 -0.259 0.989 0.029 -0.13
H -6.4262 9.2413 2.6487 -0.362 -0.251 -0.381 0.07
H -7.8048 9.5092 3.7298 -0.039 -0.012 0.141 0.07
H -7.6446 10.4981 2.2872 0.334 0.287 0.125 0.08
H -5.5131 10.4559 4.2258 -0.273 -0.324 -0.159 0.06
C 2.2136 12.8469 9.1723 0.278 1.369 -0.514 -0.19
O 2.2826 11.4791 9.3425 -0.100 -1.341 0.146 -0.11
H 1.1958 13.2332 9.2262 -0.135 0.118 0.371 0.07
H 2.8655 13.3317 9.8991 -0.261 -0.045 0.123 0.09
H 2.5860 13.1346 8.1891 0.180 0.148 -0.224 0.07
H 1.7828 11.0914 8.6203 0.012 -0.276 0.052 0.06

no.,orbital gap (Ha),largest force on an atom (hartree/bohr)
1,0.369,0.032
2,0.067,0.044